Entry 1:
{"formula": "C35H56O5SSe3Zr", "method": "ωB97M-V with the def2-TZVPD basis set", "species": ["H", "H", "H", "C", "H", "H", "H", "C", "O", "C", "H", "H", "H", "H", "C", "H", "C", "H", "H", "C", "H", "C", "C", "H", "H", "C", "H", "H", "H", "C", "H", "H", "C", "H", "H", "Se", "H", "H", "H", "H", "C", "Se", "H", "C", "C", "C", "H", "H", "C", "H", "H", "H", "C", "C", "C", "C", "H", "H", "H", "H", "C", "O", "H", "H", "C", "H", "C", "C", "H", "H", "H", "C", "H", "H", "Se", "C", "O", "O", "C", "H", "C", "H", "C", "C", "H", "H", "H", "C", "C", "H", "H", "H", "H", "C", "H", "Zr", "S", "O", "C", "H", "C"], "positions_angstrom": [[-3.14, 2.54, -2.97], [2.33, -6.66, -0.31], [1.23, -7.31, 1.91], [-2.68, 3.00, -0.27], [1.97, 1.01, 3.49], [4.91, -2.04, -5.46], [2.80, -7.78, 2.55], [-0.29, -3.49, 1.68], [-0.23, -0.85, -2.20], [2.39, 1.75, 2.79], [-0.19, -1.14, -6.33], [3.85, -7.26, 0.38], [-3.74, 3.23, -0.46], [-2.08, -3.71, -5.92], [-0.02, 2.93, 3.05], [1.82, -6.61, 3.43], [-1.64, -3.92, 3.75], [4.72, -4.64, -2.77], [4.44, -4.90, -6.46], [2.38, -3.47, 0.79], [-1.89, -5.71, 1.64], [1.53, -3.02, -4.54], [0.69, -1.63, -2.79], [-1.90, 5.18, -2.80], [-2.92, 5.62, -0.22], [0.20, -2.40, 0.96], [0.43, 3.80, 3.52], [-2.14, -1.47, 2.54], [-2.13, -3.27, -3.11], [-0.92, -2.37, -4.68], [3.11, 1.28, 2.13], [-3.44, -4.90, 1.93], [0.59, -4.56, 1.89], [-2.20, -1.51, -3.10], [3.82, -4.99, 3.39], [2.19, -0.91, -0.48], [-2.64, -3.99, 4.17], [2.78, -5.15, -5.94], [5.55, -2.53, -3.89], [5.16, -5.59, -4.19], [5.17, -2.91, -4.84], [1.03, 2.32, -1.57], [4.72, -6.29, 2.57], [-2.59, -2.36, 2.09], [1.97, -1.71, -2.21], [2.81, -5.83, 1.65], [-1.29, 0.81, -3.21], [-2.80, -2.12, 1.04], [2.81, -3.06, -4.01], [3.25, -3.62, -6.71], [-0.02, 4.53, -1.77], [-0.96, 3.19, 2.55], [0.44, -2.35, -3.96], [1.54, -2.41, 0.55], [3.96, -3.83, -4.65], [-1.00, -1.14, -5.60], [-1.95, -1.13, -6.14], [4.66, -4.67, 1.86], [-0.93, -0.22, -5.02], [5.99, -3.45, -5.33], [-2.08, 2.56, -2.69], [0.37, 1.08, 1.31], [3.97, -2.41, -2.31], [-2.38, 3.62, 0.58], [1.91, -4.61, 1.45], [3.50, -5.65, -3.55], [-1.06, -3.64, -5.54], [4.36, -5.00, -3.74], [-0.20, 2.12, 3.76], [-0.85, -4.54, -4.96], [-0.26, 3.98, -0.14], [3.58, -4.40, -6.02], [-3.54, -2.55, 2.59], [0.19, -5.42, 2.41], [-2.70, 1.15, 0.40], [-1.72, -3.61, 2.24], [-0.57, -1.36, 0.59], [-1.66, 1.23, -2.42], [3.21, -6.37, 0.27], [-0.40, -3.64, -6.42], [-2.43, -4.76, 1.52], [-1.51, 2.95, -3.54], [3.01, -2.39, -2.80], [-2.44, 4.82, -1.92], [-2.51, -4.55, 0.45], [2.85, 2.59, 3.32], [-3.04, -2.41, -4.36], [-1.86, 3.45, -1.49], [4.08, -5.42, 2.41], [-3.49, 4.70, -2.21], [-1.13, -4.86, 3.96], [3.76, -5.63, -0.32], [1.35, -3.54, -5.47], [2.12, -6.94, 2.43], [-1.10, -3.12, 4.28], [-0.38, 0.24, -0.55], [1.07, 2.36, 1.78], [-2.31, 5.83, -0.93], [-2.14, -2.38, -3.74], [3.41, -3.43, 0.44], [-0.36, 3.68, -1.18]], "mulliken_charge": [0.449, 0.348, 0.376, -1.667, 0.319, 0.393, 0.435, -0.354, 0.430, -1.041, 0.331, 0.462, 0.446, 0.502, -0.830, 0.427, -1.747, 0.341, 0.431, -0.366, 0.303, -0.071, 0.398, 0.525, 0.361, 0.267, 0.469, 0.316, 0.372, 2.721, 0.321, 0.457, 0.206, 0.124, 0.375, -0.026, 0.471, 0.374, 0.307, 0.490, -1.770, -0.444, 0.460, -1.808, -0.195, 2.180, -0.062, 0.150, -0.491, 0.439, 0.572, 0.071, -0.457, 0.213, 2.262, -1.461, 0.458, 0.299, 0.122, 0.463, -1.681, 0.046, 0.482, 0.477, -0.654, 0.333, -2.244, -1.634, 0.317, 0.417, 0.309, -2.221, 0.484, 0.296, -0.392, 2.212, -0.219, -0.313, -1.562, 0.399, -1.581, 0.493, -0.544, -1.601, 0.255, 0.443, 0.481, 2.836, -1.722, 0.506, 0.299, 0.265, 0.347, -2.164, 0.376, -0.182, 0.478, -0.551, -1.779, 0.379, -1.332], "e_above_lowest_kj_mol": 79.3, "homo_energy_ha": -0.27208, "fmax_ev_per_a": 1.8, "lumo_energy_ev": 0.16, "total_energy_ev": -255600.7233}

---

Entry 2:
{"formula": "C35H56O5SSe3Zr", "method": "ωB97M-V with the def2-TZVPD basis set", "species": ["C", "H", "O", "C", "O", "H", "H", "C", "H", "C", "H", "C", "H", "H", "H", "C", "C", "O", "C", "H", "H", "H", "C", "H", "H", "C", "H", "H", "Se", "H", "H", "C", "H", "C", "H", "H", "C", "H", "C", "C", "C", "Zr", "H", "C", "C", "Se", "C", "H", "O", "C", "H", "H", "C", "C", "C", "C", "H", "C", "H", "H", "H", "C", "C", "H", "H", "H", "C", "H", "Se", "H", "C", "H", "H", "H", "C", "H", "O", "H", "H", "S", "H", "C", "C", "C", "H", "H", "H", "H", "H", "H", "H", "C", "H", "H", "H", "H", "C", "H", "H", "H", "H"], "positions_angstrom": [[-0.33, 5.25, 2.48], [-3.66, 0.62, -5.05], [-1.48, 1.78, -2.06], [-2.84, 0.04, -3.12], [0.08, -1.53, 0.34], [1.91, 5.43, 6.40], [-3.06, 5.46, 0.23], [-3.97, 0.03, -4.18], [5.87, -1.14, 0.54], [3.92, -1.54, 5.52], [-2.82, 2.16, -3.57], [3.61, 0.34, 1.11], [1.03, -3.66, -1.29], [-0.55, 5.49, 6.99], [-0.72, 7.22, 4.48], [-0.78, 4.98, 6.05], [4.48, 0.41, -0.16], [1.47, 0.76, 0.09], [3.66, -0.01, 3.55], [-1.72, -1.26, -4.43], [4.44, -1.72, 6.46], [5.35, -0.01, 2.28], [4.16, 0.93, 5.81], [-1.99, -2.71, 1.95], [1.32, -3.93, 0.45], [-0.34, 2.53, 2.49], [1.72, 0.05, 4.51], [6.34, 0.54, 4.20], [-0.32, 0.61, 2.48], [-1.22, 0.43, -4.50], [-3.55, 1.74, -1.99], [0.58, -3.96, -0.35], [-0.32, 6.33, 2.48], [-1.54, -0.37, -3.82], [-3.66, -1.67, -5.09], [6.12, 1.61, -0.89], [-2.75, 1.50, -2.69], [4.09, -2.39, 4.86], [-0.09, 3.21, 3.67], [-3.25, -0.91, -1.98], [1.66, 4.92, 5.47], [-0.43, 0.51, -0.43], [3.10, 1.04, 6.04], [-0.58, 3.19, 1.28], [-0.90, 5.38, 0.00], [-0.01, -0.86, -2.70], [-1.22, -3.39, 1.59], [-1.56, 2.57, -1.50], [-0.81, 2.48, 0.17], [2.27, 0.13, 3.58], [4.97, 2.51, 0.10], [1.71, 3.84, 5.65], [-0.59, 4.60, 1.28], [4.42, -0.24, 4.86], [-2.33, 5.04, -0.47], [0.26, 5.34, 4.98], [0.14, 7.23, 0.53], [5.92, -0.37, 4.64], [4.53, -1.75, -0.43], [0.49, 7.34, 5.75], [6.42, -0.54, 5.60], [5.23, -0.92, -0.32], [-0.06, 4.60, 3.68], [-1.78, 5.27, 5.73], [-2.51, 3.97, -0.51], [6.14, 1.42, 0.86], [-0.85, 6.89, 0.22], [-1.09, 7.39, -0.73], [-2.96, -0.37, -0.09], [-2.52, 5.48, -1.45], [0.25, 6.86, 4.80], [0.18, 3.99, -1.32], [4.43, 0.65, -2.29], [4.70, 0.78, 6.75], [2.22, 0.49, 1.16], [5.86, -0.89, -1.21], [-4.37, -1.27, -4.57], [-4.32, -1.09, -2.03], [-4.86, 0.50, -3.76], [-0.72, -2.79, -0.01], [0.14, -4.95, -0.44], [5.49, 1.55, -0.01], [1.58, 0.38, 2.41], [4.28, 0.10, 2.32], [3.19, 1.60, -1.47], [6.17, -1.21, 3.99], [-0.79, 3.91, 6.25], [-0.12, 5.59, -2.01], [1.12, 5.37, -0.77], [1.00, 7.18, 4.07], [0.10, 2.64, 4.57], [3.71, 0.64, -1.46], [2.98, -0.14, -1.66], [2.42, 5.17, 4.72], [-2.75, -1.87, -2.11], [4.51, 1.87, 5.37], [0.13, 5.05, -1.09], [-1.64, -4.39, 1.48], [2.85, -1.49, 5.73], [-1.58, 7.23, 0.96], [-0.36, -3.40, 2.26]], "mulliken_charge": [0.140, 0.447, -0.549, 2.546, -0.150, 0.459, 0.402, -1.413, 0.278, -1.706, 0.536, -0.206, 0.278, 0.458, 0.433, -1.702, 2.169, -0.361, -0.487, 0.472, 0.462, 0.403, -1.670, 0.253, 0.349, 0.393, 0.568, 0.388, 0.242, 0.361, 0.470, -1.100, 0.584, -1.506, 0.350, 0.473, -1.674, 0.361, -0.969, -1.281, -1.611, 0.700, 0.352, 0.273, 2.719, -0.465, -1.136, 0.126, 0.043, -0.656, 0.351, 0.309, -0.902, 2.103, -1.706, 2.238, 0.438, -2.135, 0.304, 0.432, 0.428, -1.678, -0.869, 0.375, 0.223, 0.293, -2.474, 0.463, -0.520, 0.464, -2.213, 0.125, 0.541, 0.472, 0.156, 0.490, -0.554, 0.574, 0.472, 0.657, 0.444, -1.742, 0.659, 0.058, 0.291, 0.412, 0.307, 0.472, 0.344, 0.401, 0.431, -2.024, 0.275, 0.339, 0.283, 0.358, -1.586, 0.470, 0.302, 0.446, 0.354], "e_above_lowest_kj_mol": 0.0, "homo_energy_ha": -0.28299, "fmax_ev_per_a": 0.2, "lumo_energy_ev": 0.27, "total_energy_ev": -255601.5454}

---

Entry 3:
{"formula": "C35H57N3O8S2", "method": "ωB97M-V with the def2-TZVPD basis set", "species": ["H", "C", "H", "H", "H", "C", "H", "C", "H", "C", "H", "C", "C", "C", "H", "C", "H", "H", "N", "O", "H", "C", "H", "C", "H", "C", "H", "H", "H", "H", "C", "H", "H", "C", "H", "H", "S", "H", "C", "C", "H", "H", "H", "H", "C", "H", "C", "H", "O", "H", "C", "C", "H", "H", "C", "C", "H", "H", "C", "H", "H", "O", "O", "H", "C", "H", "C", "H", "C", "H", "O", "C", "H", "C", "H", "N", "H", "C", "H", "H", "H", "H", "H", "H", "H", "C", "C", "O", "H", "H", "C", "H", "H", "C", "H", "N", "C", "H", "H", "O", "C", "O", "C", "H", "S"], "positions_angstrom": [[-4.52, -6.21, -2.75], [-6.79, -5.58, -1.17], [3.70, -5.40, 3.47], [4.83, -2.27, 3.84], [-7.39, -5.05, -1.91], [-4.34, -1.06, 2.69], [5.40, -1.61, 2.35], [-0.49, -2.95, 0.43], [3.28, -5.29, 0.29], [3.38, -0.34, -3.80], [3.81, -1.12, -4.43], [1.99, -0.61, 1.88], [-4.74, -2.09, 1.62], [2.59, 8.31, -1.81], [0.88, 7.07, -2.15], [-5.13, 3.80, 3.99], [-1.92, -6.09, -0.03], [-4.17, -3.00, 1.69], [3.81, -0.87, 0.25], [3.35, 7.50, -2.29], [0.50, -3.26, 0.78], [0.51, 0.48, -0.04], [-7.07, 1.75, 4.39], [4.52, -5.70, 2.81], [5.92, -0.87, 3.88], [4.73, -4.66, 1.74], [3.04, 5.21, -2.79], [-2.25, 1.83, -1.46], [4.28, -6.66, 2.36], [-2.06, -5.09, 1.43], [-4.61, -5.16, -2.46], [3.14, -0.76, -2.82], [-5.78, -2.35, 1.78], [-1.43, -5.34, 0.58], [3.84, -3.62, 0.10], [-1.05, 0.46, 3.66], [5.47, 1.06, -0.79], [-7.17, 1.29, 2.69], [-5.58, 2.64, 3.13], [5.10, -1.34, 3.36], [4.15, 9.70, -1.39], [-5.79, 4.65, 3.85], [2.71, -4.03, 1.41], [3.28, 2.03, -2.38], [-1.85, 0.38, 2.94], [3.67, -0.03, 4.27], [3.56, -4.38, 0.82], [5.43, -5.80, 3.40], [-4.86, 2.16, 2.29], [-6.79, -6.64, -1.40], [-1.33, 0.60, 1.56], [-1.17, -4.10, -0.26], [-4.68, -1.68, 0.62], [2.61, 10.46, -1.82], [3.89, -0.44, 3.29], [-0.34, 1.05, -1.01], [1.74, 2.92, -2.29], [0.56, 8.81, -2.30], [0.01, 0.27, 1.25], [-3.61, -4.74, -2.33], [2.93, 1.68, -5.75], [5.78, -4.07, 1.62], [2.81, 3.26, -5.16], [-5.15, 3.51, 5.05], [2.25, 0.83, -5.80], [0.77, 8.07, -0.69], [2.45, 2.44, -2.96], [2.83, 9.72, -0.21], [-2.14, 1.16, 0.59], [4.11, 0.46, -3.68], [1.05, 0.13, -3.87], [2.97, 3.43, -3.97], [1.28, 1.18, -6.13], [3.08, 9.63, -1.27], [-5.02, -1.16, 3.53], [1.79, 0.14, -0.39], [1.95, 1.62, -3.47], [1.10, 8.05, -1.73], [-7.71, 2.90, 3.19], [4.02, 5.26, -4.26], [-0.48, -5.74, 0.94], [-5.12, -4.62, -3.26], [0.04, 1.23, -2.00], [-1.08, -2.61, 1.28], [2.64, 0.10, -6.51], [3.69, 4.63, -3.43], [-6.98, 2.11, 3.37], [-4.90, -4.54, -0.18], [4.57, 4.32, -2.87], [-0.38, -2.13, -0.28], [-5.38, -5.04, -1.17], [-7.23, -5.43, -0.19], [-3.15, 1.44, 0.83], [-1.63, 1.38, -0.70], [4.11, 0.39, 2.63], [0.79, -0.29, 2.23], [2.47, -0.40, 0.55], [-4.12, 4.08, 3.72], [-2.63, 1.09, 3.17], [-1.51, -4.05, -1.42], [4.54, -0.02, -0.18], [2.78, -1.22, 2.81], [2.12, 0.20, -4.44], [-4.46, -0.06, 2.29], [-2.61, -1.28, 3.17]], "mulliken_charge": [0.334, -1.229, 0.292, 0.216, 0.344, 0.408, 0.272, 0.742, 0.530, -0.834, 0.468, -0.221, -1.267, 0.792, 0.231, -1.268, 0.298, 0.201, -0.139, -0.475, -0.325, -0.410, 0.336, -1.289, 0.449, 0.766, 0.211, 0.472, 0.391, 0.274, -0.887, 0.037, 0.413, -1.257, 0.158, 0.524, -0.378, 0.302, 0.905, -1.174, 0.298, 0.407, -0.085, -0.146, -1.112, 0.432, -0.591, 0.353, -0.468, 0.336, 0.892, 0.672, 0.316, 0.327, -0.297, -0.066, 0.618, 0.322, 0.156, 0.089, 0.344, -0.560, -0.629, 0.330, -1.269, 0.329, -0.001, 0.321, -0.073, 0.275, -0.587, 0.760, 0.310, -1.129, 0.532, 0.094, -0.585, -1.021, 0.395, 0.352, 0.382, 0.377, 0.298, -0.151, 0.421, -1.173, -1.240, -0.456, 0.305, -0.043, 0.799, 0.304, 0.512, -1.487, 0.256, -0.333, 0.880, 0.304, 0.282, -0.612, 0.449, -0.362, 1.123, -0.425, -0.269], "homo_energy_ha": -0.29512, "fmax_ev_per_a": 2.0, "lumo_energy_ev": -0.01, "total_energy_ev": -79738.7784}

---

Entry 4:
{"formula": "C35H58BN6P2STi", "method": "ωB97M-V with the def2-TZVPD basis set", "species": ["H", "H", "H", "H", "C", "Ti", "N", "N", "H", "C", "C", "H", "S", "H", "H", "C", "H", "P", "H", "H", "N", "H", "C", "H", "H", "H", "C", "C", "H", "H", "H", "N", "C", "H", "H", "C", "C", "B", "H", "C", "H", "H", "C", "C", "H", "H", "C", "H", "H", "H", "H", "H", "C", "H", "H", "H", "C", "H", "H", "C", "H", "C", "C", "H", "H", "H", "H", "H", "C", "C", "H", "C", "H", "H", "H", "H", "C", "H", "N", "C", "C", "H", "C", "H", "C", "N", "C", "P", "H", "C", "C", "H", "C", "H", "C", "H", "H", "H", "H", "C", "C", "H", "C", "H"], "positions_angstrom": [[0.02, 2.32, -4.37], [-1.26, -0.77, -3.50], [2.38, 2.29, -0.72], [-0.71, -2.50, 1.00], [1.63, 1.15, -3.63], [0.23, 0.05, 0.17], [3.92, -2.73, 0.17], [0.40, 1.74, -3.64], [-1.84, -4.10, -2.38], [0.14, 3.68, 0.04], [2.38, -4.81, -0.85], [-5.05, -2.13, -1.97], [1.93, -1.54, 1.42], [2.80, 4.90, 1.84], [1.60, -5.20, -1.51], [-3.55, -3.98, -0.29], [-6.57, 2.20, 3.08], [-2.19, -1.44, -0.94], [5.05, -4.49, -0.08], [4.03, -5.11, -2.21], [0.54, 0.64, -1.69], [1.64, 5.67, 0.78], [3.57, -4.30, -1.65], [2.88, 3.05, 5.20], [-2.57, -1.08, -4.64], [-4.69, 0.29, -2.22], [-5.01, 1.23, 2.00], [1.77, 4.86, 1.50], [2.14, -0.11, 3.57], [2.60, 1.69, -5.47], [3.54, 3.11, 0.33], [-2.86, 0.36, 1.01], [-0.35, 2.38, 2.76], [-1.82, -2.42, -3.80], [-3.88, -4.37, -1.24], [2.88, -0.22, -2.06], [-2.78, 2.08, 2.47], [-1.48, 0.67, 1.19], [-0.25, 2.69, -0.23], [4.59, -3.69, -0.69], [-4.88, -1.81, -3.70], [-5.67, 0.53, 1.51], [3.82, 0.45, -4.19], [2.68, 1.15, -4.54], [5.38, -3.17, -1.23], [4.48, -2.05, 0.66], [2.36, 3.26, 4.26], [3.23, -3.54, -2.36], [-3.64, 0.64, -3.58], [4.65, 0.44, -4.88], [-0.26, 1.99, 3.78], [-1.21, 1.76, -2.21], [-3.66, 0.23, -2.57], [-0.61, 4.19, 0.65], [2.93, 0.65, 4.95], [-2.65, 3.73, 3.86], [-4.35, -2.15, -2.81], [-3.70, -1.55, 1.01], [-4.32, -3.33, 0.11], [-3.64, 1.19, 1.79], [0.30, 4.27, -0.86], [2.46, 2.03, 3.36], [1.47, 3.54, 0.80], [-2.23, -2.99, 1.74], [3.90, 1.09, 2.05], [2.98, -0.71, -1.10], [-0.47, 3.47, 2.81], [4.22, 2.81, 2.34], [3.93, -0.21, -2.98], [3.88, 1.89, 2.80], [1.20, 0.86, 4.72], [-3.43, -0.76, 0.30], [-5.08, 3.77, 4.24], [0.87, -3.72, 0.20], [2.70, -5.60, -0.16], [-0.38, -3.50, -1.59], [-3.29, 3.03, 3.34], [1.33, 3.49, 4.51], [1.83, -3.69, -0.11], [2.61, -2.74, 0.44], [2.59, 3.22, -0.18], [-3.44, -4.82, 0.39], [2.15, 0.78, 4.19], [-4.34, -0.45, -0.22], [-3.16, -1.22, -2.57], [-1.48, 1.78, 2.11], [-1.33, -4.02, -1.43], [1.26, 1.98, 1.88], [4.85, -0.72, -2.73], [-4.66, 3.06, 3.54], [1.71, 0.46, -2.40], [-1.12, -4.24, 1.20], [-2.20, -3.27, -0.42], [4.58, 1.63, 3.59], [-1.52, -3.25, 0.96], [2.70, 4.03, -0.91], [-4.03, -3.17, -2.99], [-3.05, 0.87, -1.92], [2.83, 4.13, 3.82], [-0.23, 1.41, -2.47], [-2.14, -1.39, -3.69], [-1.13, -5.04, -1.08], [-5.51, 2.17, 2.89], [1.11, 5.05, 2.34]], "lowdin_spin": [0.001, 0.000, 0.004, 0.009, 0.000, 1.680, 0.001, 0.033, 0.000, 0.005, 0.001, 0.000, 0.029, 0.000, 0.000, 0.000, 0.000, 0.012, 0.000, 0.000, 0.021, 0.000, 0.000, 0.000, 0.000, 0.000, 0.001, 0.000, 0.000, 0.000, 0.000, 0.008, 0.003, 0.000, 0.000, 0.000, 0.000, 0.026, 0.003, 0.000, 0.000, 0.000, -0.005, 0.003, 0.000, 0.000, 0.000, 0.000, 0.000, 0.000, 0.000, 0.003, 0.000, 0.000, 0.000, 0.000, 0.000, 0.000, 0.000, -0.001, 0.000, 0.001, 0.004, 0.000, 0.000, 0.002, 0.000, 0.000, 0.003, 0.000, 0.000, 0.002, 0.000, 0.001, 0.000, 0.002, 0.000, 0.000, 0.008, 0.011, 0.004, 0.000, 0.000, 0.000, -0.001, 0.003, 0.002, 0.018, 0.000, 0.001, 0.017, 0.000, 0.002, 0.000, 0.010, 0.000, 0.000, 0.000, 0.000, 0.067, 0.001, 0.000, 0.000, 0.000], "e_above_lowest_kj_mol": 28.8, "homo_energy_ha": [-0.30722, -0.34953], "s_squared": 2.011, "spin_multiplicity": 3, "charge": 1, "fmax_ev_per_a": 3.2, "lumo_energy_ev": [-2.00, -1.92], "total_energy_ev": -99379.5480}